Formula: C58H75BrN3O2SbTi
Source: the Open Molecules 2025 dataset
Level of theory: ωB97M-V/def2-TZVPD

Summary:
Charge   0
E_HOMO   -6.60 eV
Energy above the lowest of the compared OMol25 structures with the same formula, charge and spin   52.3 kcal per mole
LUMO   -0.438 eV
HOMO-LUMO gap   6.17 eV

Each line ends with the Löwdin charge.
Positions of all 141 atoms, in Å:
Ti (1.261, -0.796, -0.975)  0.906
C (4.332, -1.697, -2.400)  -0.099
N (3.500, -2.286, -1.337)  -0.258
C (4.302, -2.388, -0.110)  -0.077
C (3.084, -3.647, -1.730)  -0.182
C (1.653, -3.711, -2.203)  -0.207
N (0.748, -3.032, -1.255)  -0.208
C (0.631, -3.874, -0.036)  -0.087
C (0.135, -3.254, 1.241)  -0.126
C (-0.611, -4.037, 2.103)  0.017
C (-0.925, -3.602, 3.383)  -0.150
C (-0.484, -2.332, 3.745)  0.040
C (0.280, -1.508, 2.914)  -0.066
C (0.580, -2.005, 1.644)  -0.201
O (1.373, -1.325, 0.741)  -0.214
C (0.802, -0.164, 3.431)  -0.519
C (2.336, -0.205, 3.476)  -0.025
C (0.308, 0.969, 2.532)  -0.034
C (0.310, 0.139, 4.845)  -0.066
C (-1.621, -4.542, 4.369)  -0.553
C (-2.009, -3.833, 5.666)  -0.063
C (-2.889, -5.138, 3.750)  -0.048
C (-0.654, -5.685, 4.712)  -0.044
C (-0.590, -2.941, -1.900)  -0.154
C (-1.673, -2.276, -1.087)  -0.128
C (-2.785, -3.026, -0.717)  0.021
C (-3.910, -2.428, -0.177)  -0.155
C (-3.916, -1.036, -0.135)  0.029
C (-2.849, -0.234, -0.523)  -0.064
C (-1.661, -0.896, -0.883)  -0.197
O (-0.471, -0.218, -1.075)  -0.241
C (-3.056, 1.275, -0.695)  -0.515
C (-2.678, 1.637, -2.144)  -0.061
C (-4.519, 1.685, -0.515)  -0.067
C (-2.239, 2.077, 0.319)  -0.069
C (-5.164, -3.197, 0.234)  -0.551
C (-6.276, -2.931, -0.790)  -0.041
C (-4.905, -4.703, 0.291)  -0.060
C (-5.631, -2.720, 1.617)  -0.044
H (4.583, -0.670, -2.150)  0.066
H (5.259, -2.276, -2.514)  0.097
H (3.785, -1.695, -3.337)  0.029
H (4.735, -1.426, 0.136)  0.059
H (5.123, -3.103, -0.246)  0.100
H (3.677, -2.713, 0.722)  0.090
H (3.232, -4.311, -0.877)  0.107
H (3.732, -4.027, -2.526)  0.132
H (1.347, -4.760, -2.314)  0.138
H (1.545, -3.221, -3.165)  0.043
H (1.623, -4.272, 0.173)  0.123
H (-0.008, -4.728, -0.287)  0.134
H (-0.918, -5.022, 1.766)  0.120
H (-0.708, -1.973, 4.736)  0.083
H (2.753, -0.537, 2.529)  0.048
H (2.674, -0.899, 4.250)  0.093
H (2.735, 0.787, 3.706)  0.090
H (0.661, 0.878, 1.507)  0.057
H (0.643, 1.934, 2.922)  0.093
H (-0.781, 0.975, 2.510)  0.082
H (0.652, -0.603, 5.569)  0.086
H (-0.779, 0.201, 4.895)  0.093
H (0.710, 1.108, 5.152)  0.090
H (-2.656, -2.973, 5.478)  0.092
H (-1.134, -3.491, 6.222)  0.085
H (-2.555, -4.527, 6.309)  0.086
H (-3.614, -4.358, 3.516)  0.072
H (-3.355, -5.835, 4.450)  0.089
H (-2.675, -5.687, 2.831)  0.069
H (0.270, -5.293, 5.142)  0.090
H (-0.394, -6.264, 3.824)  0.081
H (-1.109, -6.363, 5.438)  0.085
H (-0.928, -3.950, -2.166)  0.133
H (-0.457, -2.385, -2.824)  0.046
H (-2.755, -4.096, -0.890)  0.112
H (-4.818, -0.541, 0.194)  0.095
H (-3.421, 1.225, -2.834)  0.096
H (-1.702, 1.247, -2.424)  0.036
H (-2.662, 2.724, -2.265)  0.078
H (-5.189, 1.114, -1.162)  0.087
H (-4.614, 2.739, -0.787)  0.092
H (-4.857, 1.582, 0.519)  0.086
H (-1.184, 1.832, 0.270)  0.014
H (-2.602, 1.875, 1.331)  0.085
H (-2.344, 3.148, 0.123)  0.081
H (-5.964, -3.246, -1.788)  0.090
H (-6.525, -1.869, -0.835)  0.080
H (-7.181, -3.483, -0.523)  0.086
H (-4.715, -5.118, -0.701)  0.084
H (-5.781, -5.211, 0.698)  0.087
H (-4.051, -4.937, 0.931)  0.068
H (-5.984, -1.688, 1.589)  0.078
H (-4.818, -2.773, 2.342)  0.074
H (-6.454, -3.344, 1.975)  0.086
C (6.060, 1.388, 0.526)  -0.031
C (4.859, 1.330, -0.379)  -0.270
C (4.846, 1.921, -1.664)  -0.021
C (3.685, 2.011, -2.375)  -0.091
C (2.476, 1.495, -1.835)  -0.343
Br (1.294, -0.749, -3.580)  0.328
N (2.577, 0.726, -0.737)  -0.130
C (3.714, 0.702, 0.015)  -0.134
H (6.918, 1.814, 0.005)  0.078
H (6.347, 0.400, 0.893)  0.075
H (5.854, 2.019, 1.392)  0.077
H (5.772, 2.338, -2.053)  0.119
H (3.649, 2.523, -3.329)  0.095
H (3.654, 0.200, 0.970)  0.100
C (-1.915, 7.744, -1.372)  -0.111
C (-1.316, 7.158, -0.264)  -0.104
C (-0.671, 5.934, -0.389)  -0.150
C (-0.600, 5.260, -1.614)  -0.350
C (-1.217, 5.868, -2.711)  -0.133
C (-1.867, 7.094, -2.596)  -0.103
Sb (0.469, 3.310, -1.730)  1.550
C (2.113, 4.236, -0.682)  -0.365
C (2.443, 3.687, 0.556)  -0.150
C (3.477, 4.208, 1.331)  -0.096
C (4.215, 5.282, 0.864)  -0.096
C (3.888, 5.856, -0.362)  -0.084
C (2.840, 5.349, -1.114)  -0.115
C (0.873, 3.558, -3.821)  -0.371
C (1.894, 4.319, -4.391)  -0.129
C (2.084, 4.350, -5.768)  -0.091
C (1.259, 3.610, -6.604)  -0.097
C (0.243, 2.843, -6.055)  -0.088
C (0.055, 2.819, -4.678)  -0.148
H (-2.417, 8.700, -1.280)  0.094
H (-1.345, 7.662, 0.696)  0.096
H (-0.206, 5.500, 0.492)  0.090
H (-1.188, 5.384, -3.683)  0.086
H (-2.327, 7.547, -3.467)  0.096
H (1.886, 2.836, 0.929)  0.068
H (3.702, 3.772, 2.299)  0.099
H (5.029, 5.685, 1.454)  0.098
H (4.446, 6.711, -0.724)  0.100
H (2.566, 5.855, -2.031)  0.087
H (2.562, 4.896, -3.766)  0.073
H (2.881, 4.953, -6.187)  0.099
H (1.412, 3.627, -7.676)  0.098
H (-0.397, 2.249, -6.696)  0.101
H (-0.740, 2.204, -4.271)  0.076